Entry 1:
{"formula": "C24H33AsClO2S4Sn", "method": "ωB97M-V/def2-TZVPD", "total_charge": 3, "orbital_gap_ha": 0.201, "relative_energy_kcal_mol": 0.0, "species": ["Sn", "C", "C", "S", "C", "C", "S", "C", "C", "S", "C", "C", "S", "H", "H", "H", "H", "H", "H", "H", "H", "H", "H", "H", "H", "H", "H", "H", "H", "Cl", "C", "C", "C", "C", "O", "C", "C", "O", "C", "H", "H", "H", "H", "C", "As", "C", "C", "C", "C", "C", "C", "C", "C", "H", "H", "H", "H", "H", "H", "H", "H", "H", "H", "H", "H", "H"], "coordinates": [[-0.04669, -0.38642, 0.05760], [3.30953, -0.03695, 1.49820], [2.80596, -1.04633, 2.52020], [1.01276, -1.23937, 2.64617], [0.46574, 0.01001, 3.81200], [0.58455, 1.44990, 3.33856], [-0.25245, 1.76205, 1.76408], [0.89581, 2.94461, 1.03739], [0.50972, 3.23361, -0.39983], [0.37543, 1.78672, -1.45500], [2.03776, 1.47752, -2.08148], [3.11822, 1.10758, -1.06793], [2.68783, -0.40383, -0.16515], [4.39792, -0.09109, 1.44500], [3.03372, 0.98145, 1.76069], [3.18638, -0.78841, 3.51046], [3.18635, -2.04433, 2.29702], [1.01146, -0.11580, 4.74814], [-0.57341, -0.25277, 4.02252], [1.62182, 1.76502, 3.23682], [0.11234, 2.10355, 4.07225], [1.90931, 2.56615, 1.13249], [0.82014, 3.86834, 1.61318], [1.21900, 3.92445, -0.85789], [-0.47169, 3.70523, -0.45362], [2.33316, 2.37508, -2.62749], [1.89421, 0.68973, -2.82199], [3.30500, 1.90248, -0.34811], [4.04909, 0.92574, -1.60391], [-5.86074, 0.95632, -4.19647], [-4.69336, 0.51152, -3.02983], [-5.02852, 0.51907, -1.67088], [-4.10680, 0.16054, -0.70262], [-2.82957, -0.22875, -1.07906], [-1.97537, -0.71555, -0.15060], [-2.47784, -0.21966, -2.45046], [-1.16848, -0.54469, -2.91733], [-0.17106, -0.76640, -2.18755], [-3.42764, 0.14530, -3.41992], [-6.03353, 0.80595, -1.38438], [-4.37351, 0.15159, 0.34661], [-1.01602, -0.57362, -4.00187], [-3.16501, 0.14624, -4.47170], [-1.62083, -3.58333, -1.12472], [-0.00716, -3.03052, -0.25613], [1.43476, -3.41908, -1.46994], [0.22646, -4.14304, 1.34177], [0.11126, -5.57022, 0.88228], [1.22836, -6.24711, 0.39832], [1.11102, -7.55707, -0.04359], [-0.12137, -8.19283, -0.00156], [-1.23671, -7.52614, 0.48785], [-1.12075, -6.21706, 0.92939], [-1.46929, -4.62340, -1.40589], [-1.78451, -2.97282, -2.00850], [-2.46084, -3.48631, -0.44261], [1.25489, -4.41862, -1.86092], [2.38934, -3.39499, -0.95042], [1.42153, -2.68952, -2.27536], [-0.55425, -3.84707, 2.03969], [1.19914, -3.89790, 1.76158], [2.20070, -5.76431, 0.39229], [1.98319, -8.08773, -0.40329], [-0.20995, -9.21921, -0.33366], [-2.19154, -8.03283, 0.54100], [-1.98925, -5.70678, 1.33447]]}

=====

Entry 2:
{"formula": "C24H33AuClI2P3", "method": "ωB97M-V/def2-TZVPD", "total_charge": 2, "orbital_gap_ha": [0.178, 0.192], "multiplicity": 3, "species": ["I", "I", "Au", "P", "C", "C", "H", "H", "H", "H", "H", "H", "C", "H", "H", "H", "P", "C", "C", "H", "H", "H", "C", "H", "H", "H", "H", "H", "H", "Cl", "C", "C", "C", "C", "C", "C", "P", "C", "C", "C", "C", "C", "C", "C", "C", "C", "C", "C", "C", "H", "H", "H", "H", "H", "H", "H", "H", "H", "H", "H", "H", "H", "H", "H"], "coordinates": [[-2.59272, 1.93163, -1.30616], [2.76214, 2.04423, -0.87604], [0.13566, -1.53940, 0.61513], [0.14845, -1.51871, -1.83191], [0.12977, -3.42734, -2.19462], [-1.07123, -0.80177, -3.05739], [-0.93738, -1.25601, -4.05701], [1.66323, -1.43977, -3.75490], [-0.88451, 0.27415, -3.11293], [1.50063, 0.11748, -2.91310], [-0.91019, -3.79824, -1.88258], [-2.12807, -0.96562, -2.74309], [1.61095, -0.94879, -2.78199], [0.36152, -3.56919, -3.34447], [2.52971, -1.12279, -2.22605], [0.93979, -3.84287, -1.53227], [-0.21948, 1.30283, 1.72245], [-0.50445, 1.30042, 3.76297], [1.00224, 2.76603, 1.69867], [-1.26719, 2.94872, 0.29795], [-1.58749, 3.44208, 2.01008], [-2.55072, 2.11187, 1.28384], [-1.55340, 2.64003, 1.31455], [0.97147, 3.10422, 0.67037], [0.70988, 3.55475, 2.37474], [-0.56272, 2.44788, 4.05498], [0.43910, 0.75228, 4.14721], [2.00394, 2.38371, 1.93045], [-1.48694, 0.70848, 3.88743], [0.16391, 1.05411, -0.97854], [-4.41088, -3.78917, 1.71335], [-4.15551, -2.71008, 2.48771], [-2.79574, -2.32276, 2.57847], [-1.85853, -3.19881, 2.00078], [-2.22929, -4.12286, 0.93938], [-3.51893, -4.49627, 0.89882], [0.00346, -2.90017, 2.22181], [0.59774, -2.27317, 3.72333], [1.76847, -1.41680, 3.82063], [2.27050, -1.26480, 5.13257], [1.39159, -1.63190, 6.13577], [0.04777, -2.21110, 6.02155], [-0.34835, -2.40609, 4.74877], [1.15823, -4.02195, 1.44723], [2.36694, -3.70326, 0.52775], [3.17431, -4.76046, 0.39876], [2.64362, -6.13307, 0.97967], [1.56621, -6.35305, 1.61098], [0.70281, -5.20048, 1.76193], [-5.46862, -4.11687, 1.60819], [-4.93033, -2.08255, 3.05259], [-2.42223, -1.43961, 3.29414], [-1.35870, -4.61736, 0.44819], [-3.75803, -5.36016, 0.24783], [2.33559, -0.99381, 2.93107], [3.28948, -0.99085, 5.32972], [1.67805, -1.48972, 7.20063], [-0.60058, -2.61978, 6.84208], [-1.34678, -2.75639, 4.50532], [2.59085, -2.71542, 0.02349], [4.26072, -4.68841, -0.02343], [3.33656, -6.91841, 0.83761], [1.17523, -7.19924, 2.17388], [-0.28038, -5.25535, 2.17864]]}

=====

Entry 3:
{"formula": "C24H33BN2O", "method": "ωB97M-V/def2-TZVPD", "smiles": "CN1C(=O)[C@@H](Cc2ccccc2)N(/C=C/Cc2ccccc2)[C@@H]1C(C)(C)C.B", "orbital_gap_ha": 0.254, "species": ["C", "N", "C", "O", "C", "C", "C", "C", "C", "C", "C", "C", "N", "C", "C", "C", "C", "C", "C", "C", "C", "C", "C", "C", "C", "C", "C", "H", "H", "H", "H", "H", "H", "H", "H", "H", "H", "H", "H", "H", "H", "H", "H", "H", "H", "H", "H", "H", "H", "H", "H", "H", "H", "H", "H", "H", "H", "B", "H", "H", "H"], "coordinates": [[-2.54895, 1.77780, -2.63155], [-1.40252, 1.94936, -1.78346], [-1.26320, 3.07435, -1.00364], [-1.99819, 4.05347, -1.05303], [-0.10487, 2.82013, -0.05927], [-0.48302, 2.95208, 1.41332], [-1.76375, 2.24954, 1.78847], [-2.97905, 2.95291, 1.77082], [-4.18963, 2.30530, 2.01251], [-4.20613, 0.92742, 2.25614], [-2.99561, 0.22497, 2.30504], [-1.78584, 0.89878, 2.15631], [0.34040, 1.49399, -0.44516], [1.13539, 0.76237, 0.36548], [1.21006, -0.59919, 0.25557], [2.32778, -1.28558, 0.94411], [2.55336, -2.81102, 0.89705], [3.70620, -3.31201, 1.52114], [4.11804, -4.60504, 1.27305], [3.28329, -5.46294, 0.56064], [2.01394, -5.03409, 0.14359], [1.59382, -3.72995, 0.43455], [-0.40774, 0.90914, -1.57199], [0.46132, 0.56046, -2.85294], [0.87124, 1.89361, -3.46707], [-0.43079, -0.21786, -3.80344], [1.68695, -0.27182, -2.50416], [-3.33304, 2.46102, -2.31184], [-2.33405, 2.01140, -3.68510], [-2.93308, 0.75557, -2.56341], [0.68587, 3.54311, -0.30295], [0.32473, 2.59168, 2.04998], [-0.60449, 4.02143, 1.60486], [-2.97194, 4.02562, 1.57172], [-5.12289, 2.87673, 2.00297], [-5.15479, 0.41081, 2.39601], [-2.98345, -0.85286, 2.49979], [-0.86276, 0.34583, 2.37386], [1.67349, 1.32789, 1.12813], [0.38990, -1.19317, -0.16067], [3.26565, -0.68985, 0.81437], [2.07586, -1.09397, 1.98018], [4.26960, -2.66892, 2.19703], [5.04215, -4.95199, 1.72675], [3.54769, -6.50823, 0.49356], [1.32296, -5.75716, -0.27870], [0.52476, -3.46684, 0.31528], [-0.92573, -0.00995, -1.25645], [1.50597, 2.46445, -2.78685], [1.41967, 1.73838, -4.39940], [-0.01844, 2.48509, -3.69694], [-0.84122, -1.11181, -3.31886], [-1.26607, 0.39444, -4.14938], [0.12141, -0.53483, -4.69557], [1.41911, -1.21962, -2.02362], [2.26215, -0.52512, -3.40639], [2.37096, 0.26887, -1.84360], [-0.47388, -1.41404, 4.79392], [-1.39650, -1.56942, 4.03560], [0.29856, -2.33350, 4.97016], [-0.04065, -0.29720, 5.00352]]}

=====

Entry 4:
{"formula": "C24H33Br2N9OPRuS", "method": "ωB97M-V/def2-TZVPD", "total_charge": 2, "orbital_gap_ha": [0.274, 0.215], "multiplicity": 2, "relative_energy_kcal_mol": 27.5, "species": ["Ru", "C", "C", "N", "N", "C", "S", "N", "N", "H", "H", "H", "H", "H", "H", "Br", "C", "C", "C", "Br", "C", "C", "C", "C", "N", "C", "C", "O", "H", "H", "H", "H", "C", "P", "C", "C", "H", "H", "H", "H", "H", "H", "H", "H", "H", "C", "C", "C", "C", "C", "N", "H", "H", "H", "H", "H", "H", "H", "H", "H", "N", "C", "C", "N", "C", "C", "N", "H", "H", "H", "H", "H"], "coordinates": [[-0.26931, 0.22775, -0.34893], [1.70033, 5.26640, 2.10542], [1.39077, 3.89434, 2.56232], [1.50558, 3.45265, 3.76675], [1.11333, 2.15431, 3.70236], [0.75048, 1.75719, 2.47853], [0.23583, 0.19282, 2.07471], [0.92221, 2.88915, 1.72454], [0.69698, 2.97520, 0.35537], [2.04522, 5.84478, 2.95788], [0.81710, 5.75220, 1.68846], [2.48203, 5.25999, 1.34470], [1.12705, 1.58205, 4.53203], [1.57868, 3.08308, -0.13656], [0.08567, 3.75905, 0.15186], [2.20081, -4.54242, -0.08010], [0.37778, -4.23226, 0.00447], [-0.51238, -5.25879, 0.18674], [-1.88815, -5.01798, 0.21742], [-3.02307, -6.46444, 0.44970], [-2.43565, -3.68377, 0.06439], [-3.80837, -3.40593, 0.04398], [-4.21138, -2.10234, -0.13196], [-3.25380, -1.10198, -0.25758], [-1.94350, -1.32902, -0.22230], [-1.54684, -2.60948, -0.08399], [-0.08231, -2.84786, -0.13670], [0.68663, -1.90682, -0.31799], [-0.15143, -6.27226, 0.29833], [-4.53066, -4.20263, 0.15140], [-5.25957, -1.84428, -0.17308], [-3.56125, -0.07746, -0.40039], [0.54819, -1.17772, -3.41088], [-0.44221, 0.15414, -2.64933], [-2.09083, -0.13018, -3.39218], [0.19622, 1.62980, -3.52893], [0.47644, -1.14516, -4.49834], [0.19479, -2.14967, -3.06718], [1.59202, -1.07106, -3.11579], [-2.05453, -0.03646, -4.47793], [-2.82540, 0.57266, -3.00333], [-2.42242, -1.14016, -3.14784], [0.06716, 1.53599, -4.60834], [1.26170, 1.71997, -3.31359], [-0.29074, 2.54551, -3.20221], [5.30989, 1.25968, -0.24185], [4.48660, -0.03306, -0.26333], [4.92956, -0.94705, -1.41405], [4.57762, -0.76479, 1.08296], [3.07754, 0.30765, -0.47873], [1.96396, 0.53462, -0.63994], [6.35713, 1.00417, -0.08469], [4.99708, 1.91551, 0.57042], [5.23063, 1.79779, -1.18557], [5.97160, -1.22528, -1.25853], [4.85395, -0.44018, -2.37537], [4.33081, -1.85632, -1.44484], [5.61717, -1.03866, 1.26258], [3.97353, -1.67080, 1.07729], [4.24363, -0.12864, 1.90238], [-4.26102, 2.55715, 2.52704], [-3.62220, 2.54429, 1.34328], [-2.53579, 1.66606, 1.10769], [-1.90252, 1.64352, -0.05904], [-2.32636, 2.50816, -0.99802], [-3.39020, 3.35845, -0.75242], [-4.04286, 3.38344, 0.39723], [-4.00048, 1.94920, 3.28147], [-5.02797, 3.19566, 2.65491], [-2.19936, 0.97873, 1.87087], [-1.81264, 2.51660, -1.94373], [-3.72734, 4.04494, -1.51913]]}

=====

Total energy per entry: -5586.87677; -3148.75493; -1143.82064; -7484.40656 hartree